DFT (ωB97M-V with the def2-TZVPD basis set) results for 2 unconnected molecules or ions with the total composition C6H8NS at a distorted geometry.

Properties
- frontier orbital gap (spin up / spin down) (eV) = 3.088 / 4.580
- lowest unoccupied orbital energy (spin up / spin down) (eV) = -6.88 / -6.29
- electronic energy (Ha) = -685.881197
- relative energy (zero: lowest compared OMol25 entry of this formula, charge and spin) (kcal/mol) = 119.2
- molar mass (g mol⁻¹) = 126.2
- total charge = +1

Last columns: bonded neighbours and bond lengths (Å).
Cartesian coordinates (Å):
1 S -3.09 2.56 3.40  C3 1.628, H13 1.317
2 N 0.64 -0.17 0.14  C5 1.296, C8 1.286
3 C -1.84 2.32 2.39  S1 1.628, H9 1.092, H10 1.088
4 C -0.16 0.07 -2.11  C7 1.362, C8 1.412, H14 1.109
5 C 1.46 -1.12 -0.17  N2 1.296, C6 1.511, H12 1.139
6 C 1.27 -1.88 -1.46  C5 1.511, C7 1.503, H11 1.094, H16 1.067
7 C 0.50 -1.07 -2.46  C4 1.362, C6 1.503, H15 1.076
8 C -0.26 0.18 -0.71  N2 1.286, C4 1.412
9 H -1.96 2.05 1.34  C3 1.092
10 H -0.81 2.44 2.73  C3 1.088
11 H 0.74 -2.80 -1.18  C6 1.094
12 H 2.27 -1.52 0.52  C5 1.139
13 H -2.56 2.79 4.58  S1 1.317
14 H -0.91 0.62 -2.71  C4 1.109
15 H 0.33 -1.68 -3.33  C7 1.076
16 H 2.20 -2.24 -1.84  C6 1.067

Atomic partial charges in e from the Mulliken method, atoms 1 to 4:
1. S 0.117
2. N -0.256
3. C -0.034
4. C -0.391

---

DFT (ωB97M-V with the def2-TZVPD basis set) results for 5 unconnected molecules or ions with the total composition C24H61N3O8 at a distorted geometry.

Properties
- frontier orbital gap (eV) = 9.209
- lowest unoccupied orbital energy (eV) = 0.58
- SMILES string = COCCNCCOC.COCCNCCOC.COCCNCCOC.CC(C)O.CC(C)O
- electronic energy (Ha) = -1716.847659
- relative energy (zero: lowest compared OMol25 entry of this formula, charge and spin) (kcal/mol) = 118.8
- molar mass (g mol⁻¹) = 519.8
- total charge = 0

Last columns: bonded neighbours and bond lengths (Å).
Cartesian coordinates (Å):
1 O 5.01 2.37 1.39  C24 1.444, C28 1.373
2 O -1.08 1.67 0.22  C34 1.408, H92 0.932
3 O -2.10 -1.15 -0.23  C29 1.393, C31 1.398
4 O -4.05 1.36 -4.28  C15 1.448, C21 1.418
5 O 0.84 3.77 -3.71  C30 1.446, C35 1.386
6 O 1.88 -1.11 -1.54  C19 1.411, C23 1.412
7 O -2.53 -1.85 6.04  C12 1.447, C16 1.369
8 O 2.71 -3.76 1.62  C32 1.299, H74 1.018
9 N 3.48 2.01 -1.96  C17 1.465, C26 1.459, H95 1.027
10 N -3.37 -1.93 2.53  C14 1.432, C20 1.457, H64 1.055
11 N -0.62 0.05 -3.97  C27 1.474, C33 1.499, H57 1.050
12 C -2.25 -2.71 7.18  O7 1.447, H61 1.095, H84 1.027, H96 1.108
13 C 0.68 -2.98 2.53  C32 1.509, H52 1.077, H79 1.069, H85 1.086
14 C -3.84 -0.88 1.68  N10 1.432, C29 1.559, H48 1.156, H89 1.070
15 C -4.96 1.87 -5.29  O4 1.448, H39 1.129, H60 1.018, H91 1.120
16 C -2.71 -2.56 4.89  O7 1.369, C20 1.541, H37 1.151, H83 1.074
17 C 3.70 2.55 -0.61  N9 1.465, C24 1.460, H70 1.065, H75 1.016
18 C -0.67 0.70 2.30  C34 1.518, H66 1.080, H86 1.141, H90 1.066
19 C 3.28 -1.27 -1.58  O6 1.411, H76 1.115, H80 1.124, H94 1.047
20 C -3.16 -1.47 3.90  N10 1.457, C16 1.541, H49 1.116, H69 1.144
21 C -2.85 0.81 -4.80  O4 1.418, C27 1.569, H53 1.042, H67 1.139
22 C 3.12 -1.71 2.49  C32 1.623, H50 1.062, H51 1.083, H68 1.087
23 C 1.43 -0.77 -2.83  O6 1.412, C33 1.508, H77 1.125, H82 1.098
24 C 4.73 1.79 0.10  O1 1.444, C17 1.460, H58 1.076, H65 1.124
25 C 0.97 0.54 0.41  C34 1.494, H47 1.041, H56 1.047, H81 1.085
26 C 2.85 3.03 -2.79  N9 1.459, C30 1.486, H41 1.068, H78 1.096
27 C -2.00 0.37 -3.56  N11 1.474, C21 1.569, H55 1.070, H59 1.105
28 C 3.96 2.20 2.26  O1 1.373, H36 1.091, H45 1.089, H46 1.077
29 C -3.43 -1.09 0.19  O3 1.393, C14 1.559, H62 1.015, H73 1.059
30 C 1.38 3.02 -2.60  O5 1.446, C26 1.486, H43 1.070, H72 1.088
31 C -1.38 -2.31 0.04  O3 1.398, H63 1.057, H88 1.076, H93 1.051
32 C 2.00 -2.69 1.85  O8 1.299, C13 1.509, C22 1.623, H38 1.124
33 C -0.04 -0.46 -2.68  N11 1.499, C23 1.508, H44 1.139, H71 1.055
34 C -0.03 1.40 1.11  O2 1.408, C18 1.518, C25 1.494, H40 1.107
35 C -0.55 3.81 -3.73  O5 1.386, H42 1.151, H54 1.108, H87 1.121
36 H 4.44 2.58 3.16  C28 1.091
37 H -1.71 -3.12 4.73  C16 1.151
38 H 1.78 -2.29 0.82  C32 1.124
39 H -4.46 2.26 -6.22  C15 1.129
40 H 0.46 2.30 1.53  C34 1.107
41 H 3.00 2.72 -3.81  C26 1.068
42 H -1.10 2.80 -3.73  C35 1.151
43 H 1.18 3.39 -1.61  C30 1.070
44 H -0.28 0.16 -1.76  C33 1.139
45 H 3.50 1.23 2.42  C28 1.089
46 H 3.24 2.97 2.05  C28 1.077
47 H 1.88 0.55 0.91  C25 1.041
48 H -4.98 -0.92 1.82  C14 1.156
49 H -3.99 -0.83 4.27  C20 1.116
50 H 3.81 -2.04 3.23  C22 1.062
51 H 2.65 -0.90 3.03  C22 1.083
52 H 0.05 -3.57 1.88  C13 1.077
53 H -2.37 1.39 -5.52  C21 1.042
54 H -0.68 4.28 -4.72  C35 1.108
55 H -2.41 -0.56 -3.22  C27 1.070
56 H 0.60 -0.44 0.46  C25 1.047
57 H -0.15 1.00 -3.93  N11 1.050
58 H 5.64 1.85 -0.47  C24 1.076
59 H -2.09 1.25 -2.90  C27 1.105
60 H -5.59 2.56 -4.88  C15 1.018
61 H -1.84 -2.11 8.00  C12 1.095
62 H -3.71 -0.32 -0.39  C29 1.015
63 H -0.32 -2.25 -0.03  C31 1.057
64 H -4.05 -2.73 2.57  N10 1.055
65 H 4.41 0.75 0.35  C24 1.124
66 H -1.42 1.27 2.82  C18 1.080
67 H -3.18 -0.07 -5.45  C21 1.139
68 H 3.85 -1.37 1.76  C22 1.087
69 H -2.33 -0.69 3.80  C20 1.144
70 H 4.01 3.56 -0.59  C17 1.065
71 H -0.38 -1.45 -2.53  C33 1.055
72 H 1.11 1.97 -2.72  C30 1.088
73 H -3.78 -1.93 -0.36  C29 1.059
74 H 2.67 -3.97 0.62  O8 1.018
75 H 2.80 2.54 -0.14  C17 1.016
76 H 3.64 -1.49 -0.55  C19 1.115
77 H 1.98 0.14 -3.19  C23 1.125
78 H 3.27 4.03 -2.65  C26 1.096
79 H 0.14 -2.13 2.89  C13 1.069
80 H 3.55 -2.14 -2.24  C19 1.124
81 H 1.10 0.95 -0.58  C25 1.085
82 H 1.58 -1.64 -3.48  C23 1.098
83 H -3.49 -3.29 4.99  C16 1.074
84 H -1.44 -3.34 7.12  C12 1.027
85 H 1.07 -3.57 3.35  C13 1.086
86 H -1.16 -0.29 2.00  C18 1.141
87 H -0.95 4.44 -2.89  C35 1.121
88 H -1.62 -2.60 1.05  C31 1.076
89 H -3.57 0.13 1.93  C14 1.070
90 H 0.05 0.41 3.03  C18 1.066
91 H -5.48 0.96 -5.68  C15 1.120
92 H -1.46 0.84 0.06  O2 0.932
93 H -1.65 -3.13 -0.56  C31 1.051
94 H 3.76 -0.48 -2.07  C19 1.047
95 H 3.09 1.06 -1.93  N9 1.027
96 H -3.11 -3.28 7.56  C12 1.108

Atomic partial charges in e from the Mulliken method, atoms 1 to 4:
1. O -0.498
2. O -0.659
3. O 0.315
4. O -0.277